{
  "formula": "CH5N2O",
  "method": "ωB97M-V/def2-TZVPD",
  "charge": 1,
  "total_energy_ha": -225.34657,
  "multiplicity": 3,
  "s2": 2.012,
  "e_above_lowest_ev": 0.625,
  "fmax_ev_per_a": 2.99,
  "lumo_energy_ha": [-0.168, -0.317],
  "orbital_gap_ev": [9.923, 7.947],
  "species": ["O", "N", "N", "C", "H", "H", "H", "H", "H"],
  "coordinates": [[-0.62425, -1.13955, 1.65025], [0.34474, 0.54065, -1.34721], [-0.09428, -0.28488, 0.74199], [-0.00509, -0.44288, -0.53919], [0.48794, 1.43898, -0.89574], [-0.19338, -1.45549, -0.94481], [0.05831, -1.03440, 2.36434], [-0.12731, 0.58676, -2.24133], [0.15334, 1.79082, 1.21171]]
}